[1]
23
Properties=species:S:1:pos:R:3 method="wB97M-V/def2-TZVPD" energy_ha=-893.89741 homo_lumo_gap_ev=9.3 max_force_ha_per_bohr=0.103 homo_ev=-8.6 e_above_lowest_ev=2.781 smiles="C[C@@H]1C=N[C@H](S(C)(=O)=O)N1C" e_lumo_ha=0.0267 total_charge=0
H -0.681 -2.446 0.723
H -2.293 1.076 1.680
C -1.642 -0.721 -0.090
N -0.798 0.273 0.455
H -2.652 -0.438 -0.319
H 2.432 1.369 -1.530
C -1.320 1.284 1.183
C 0.355 0.627 -0.616
H 3.783 1.651 -0.443
O 2.047 -1.201 0.372
O 1.781 1.068 1.468
S 1.871 0.241 0.252
C -0.955 -0.989 -1.394
H -2.354 -2.734 0.352
H -1.335 -1.831 -1.920
H -0.485 1.707 1.822
H 0.475 1.742 -0.877
N 0.060 -0.268 -1.678
C -1.646 -2.026 0.779
C 3.160 0.835 -0.925
H 3.745 0.168 -1.525
H -1.956 -1.569 1.757
H -1.592 2.182 0.472

***

[2]
48
Properties=species:S:1:pos:R:3 method="wB97M-V/def2-TZVPD" energy_ha=-1269.20020 homo_lumo_gap_ev="7.8 / 7.9" max_force_ha_per_bohr=0.010 homo_ev="-11.7 / -12.2" e_above_lowest_ev=0.061 spin_multiplicity=2 e_lumo_ha="-0.1448 / -0.1593" total_charge=+1
H 2.328 -3.437 -2.227
C 1.188 2.093 0.529
H -5.589 0.113 0.376
C -1.629 -5.749 1.065
C 0.436 -1.996 -1.312
H -4.704 -2.197 0.030
H -1.522 -3.558 -2.569
C 3.311 -0.904 0.151
C 4.598 -0.419 0.288
C -0.679 -3.940 2.320
H 0.457 -2.521 1.186
H 5.790 1.345 0.574
O -1.603 2.976 0.551
H 3.114 -1.953 -0.007
C -0.333 -4.063 -0.081
H -0.433 -4.932 -2.790
H 0.733 -1.627 -2.300
Ir 0.250 -0.631 -0.009
C -0.132 -3.443 1.149
C -0.474 -3.856 -2.625
C 4.792 0.939 0.474
H -2.210 -6.661 1.023
C 3.682 1.770 0.538
H -3.928 2.010 0.550
C -2.676 -1.547 0.000
H 5.430 -1.107 0.246
H -1.868 -5.506 3.184
H -0.517 -3.424 3.257
H -1.258 -5.758 -1.036
H -0.022 -3.375 -3.493
C -1.435 -5.104 2.277
H 3.752 2.837 0.698
C 2.430 1.218 0.406
H 2.273 -3.944 -0.519
N 2.243 -0.099 0.197
C 1.757 -3.991 -1.478
C -1.082 -5.234 -0.106
C -1.260 1.835 0.443
H -2.254 -2.530 -0.154
O 1.282 3.271 0.713
H 1.712 -5.034 -1.789
C -3.624 0.984 0.393
C -4.040 -1.348 0.103
C 0.295 -3.476 -1.342
N -1.810 -0.530 0.089
C -4.526 -0.066 0.297
C -2.279 0.716 0.294
N 0.036 1.315 0.436

***

[3]
8
Properties=species:S:1:pos:R:3 method="wB97M-V/def2-TZVPD" energy_ha=-412.55516 homo_lumo_gap_ev=7.5 max_force_ha_per_bohr=0.103 homo_ev=-13.6 e_above_lowest_ev=0.605 e_lumo_ha=-0.2253 total_charge=+1
H 0.702 0.590 1.057
H 2.371 -0.789 1.043
Ag -2.250 -0.139 -2.337
C 1.483 -0.362 0.587
O -1.044 1.494 0.807
C -1.683 0.924 0.014
O -0.340 -0.805 -0.842
C 0.760 -0.913 -0.328

***

[4]
117
Properties=species:S:1:pos:R:3 method="wB97M-V/def2-TZVPD" energy_ha=-4583.01535 homo_lumo_gap_ev="8.0 / 7.9" max_force_ha_per_bohr=0.030 homo_ev="-12.8 / -12.8" spin_multiplicity=2 e_lumo_ha="-0.1773 / -0.1819" total_charge=+2
H 2.969 4.194 -4.750
C -1.224 3.987 2.071
H 2.794 -4.397 4.866
C 1.422 -3.491 -3.382
H 2.452 2.467 -1.632
C -1.933 3.912 -0.620
H -3.350 2.270 -2.462
S -0.808 -4.390 1.869
H -2.268 3.703 2.237
H 1.063 -3.130 3.634
C -1.532 -0.584 -2.872
H 2.157 1.937 -5.324
H 2.991 1.880 -3.789
C 1.647 3.192 -1.786
C -3.469 0.906 -4.127
H -0.851 -5.106 4.099
H -2.220 1.990 0.308
H -1.627 -2.686 4.244
H -2.823 -0.825 3.613
H 3.454 -0.377 -1.766
C 3.174 0.756 2.236
H -1.621 -3.070 -0.967
H -1.270 0.400 5.154
C 2.514 -0.582 -1.239
H -0.767 4.072 3.059
H 2.170 1.339 0.429
N 2.337 -2.473 2.156
H -0.111 5.062 -0.560
H -2.580 -1.940 -4.184
C -0.363 0.509 4.576
H -0.447 1.974 1.835
H -1.985 3.865 -1.706
S -1.847 -1.459 0.671
H -2.580 0.403 -1.325
N 1.245 -2.565 -0.762
H -2.170 -5.154 0.053
H -0.243 5.863 1.636
H 1.829 0.239 -1.441
H 5.147 -4.358 4.001
H -2.967 4.034 -0.284
C 0.736 -3.757 -1.119
C 3.594 -2.415 1.723
H 1.225 4.176 -4.736
P -0.478 1.416 -1.145
H -0.942 -0.890 3.064
N 2.713 -0.655 0.219
H -4.185 -1.391 0.920
H 4.770 -1.053 0.557
H 0.010 1.746 -4.365
C -1.895 0.707 -2.125
H 0.365 -5.217 -2.630
C 2.107 3.795 -4.216
H -0.890 -1.218 -2.249
H 0.555 1.979 5.857
H -1.986 5.962 1.624
C -0.184 -0.213 3.418
C 4.634 -3.081 2.357
H -4.679 -0.889 -4.256
C 3.001 0.700 0.731
C -1.146 5.331 1.332
H 0.468 3.215 0.999
C 4.357 -3.824 3.488
C -1.635 -4.704 3.453
H -3.110 -4.394 1.335
C -2.284 -3.023 -0.105
N 0.909 -0.143 2.640
H -4.539 -0.219 -2.647
H -4.526 -0.737 3.283
C -1.366 2.600 -0.017
H 3.855 -0.026 2.586
C -2.665 1.666 -3.059
H 0.302 -4.348 -0.325
C 0.418 2.482 -2.370
C 1.898 -1.864 -1.705
H -1.556 6.027 -0.677
C 2.083 -3.163 3.278
H -3.076 -2.072 -2.511
H 2.592 2.115 4.448
H 1.436 3.632 -0.810
H 3.667 1.697 2.480
H -3.435 0.141 1.338
C -2.213 -4.300 0.730
Mn 0.855 -1.411 0.989
H -0.283 3.269 -2.666
H 5.640 -3.006 1.967
C -1.137 5.144 -0.193
H -0.950 -0.342 -3.761
H -1.987 2.364 -3.556
H 0.972 0.639 -3.428
C 2.098 2.272 -4.288
H 3.924 -2.279 -0.358
H 3.907 1.081 0.245
C -0.548 2.892 1.254
H 2.549 -1.691 -3.734
H 1.480 -3.843 -4.403
C -2.798 -1.355 -3.287
C 3.053 -3.854 3.969
H -3.294 -2.915 -0.504
H -2.339 -5.521 3.289
C 0.794 -4.251 -2.405
C -3.604 -1.241 2.985
C 2.005 -2.292 -3.018
C 2.118 4.283 -2.752
H 3.118 4.615 -2.467
C 0.828 1.702 -3.643
C -2.307 -3.533 4.156
C 1.898 0.679 3.028
C 3.823 -1.598 0.488
H 1.463 5.151 -2.646
C -3.979 -0.415 -3.568
H -4.293 1.530 -4.474
C 1.780 1.453 4.179
H -2.843 0.708 -5.002
S -3.867 -2.980 3.405
C 0.648 1.377 4.963
H -2.551 -3.853 5.171
C -3.385 -0.937 1.505

***

[5]
37
Properties=species:S:1:pos:R:3 method="wB97M-V/def2-TZVPD" energy_ha=-1338.92326 homo_lumo_gap_ev=9.4 max_force_ha_per_bohr=0.019 homo_ev=-9.1 e_above_lowest_ev=0.113 smiles="CSCC[C@H](NC(=O)NCc1ccccc1F)C(=O)O" e_lumo_ha=0.0132 total_charge=0
H -2.239 0.634 1.785
H -3.282 -3.583 0.730
H 0.724 0.760 -1.948
H -3.406 0.097 -0.988
C 5.211 -0.035 0.248
O -2.966 2.960 0.578
H -1.996 2.744 0.725
H -3.533 -3.769 -1.021
N -1.545 0.956 -1.017
C -1.616 -1.205 0.921
H 5.498 -2.119 0.626
H 3.117 -2.681 0.286
O -4.780 2.035 -0.292
N 0.717 1.304 -1.101
C 2.937 0.653 -0.266
C -0.441 1.489 -0.424
H 6.244 0.242 0.389
H 1.501 -0.932 -0.276
C -2.795 0.703 -0.314
C 1.984 1.773 -0.599
C 4.284 0.937 -0.070
F 4.702 2.216 -0.202
H 1.766 2.353 0.305
O -0.493 2.130 0.624
C 2.539 -0.669 -0.131
C 4.787 -1.347 0.377
C -2.608 -0.052 1.018
H -1.707 -1.864 1.785
C -3.611 1.985 -0.019
H -0.594 -0.829 0.883
H -4.168 -2.331 -0.191
C -3.363 -3.059 -0.218
C 3.452 -1.660 0.187
H 2.452 2.446 -1.327
H -3.588 -0.412 1.334
S -1.792 -2.232 -0.577
H -1.394 0.362 -1.817

***

[6]
18
Properties=species:S:1:pos:R:3 method="wB97M-V/def2-TZVPD" energy_ha=-327.03983 homo_lumo_gap_ev=9.5 max_force_ha_per_bohr=0.080 homo_ev=-8.6 e_above_lowest_ev=2.490 smiles="CN[C@H](C)CC=O" e_lumo_ha=0.0329 total_charge=0
N -0.079 0.677 -1.217
O 0.955 0.084 2.292
C 0.936 1.685 -1.026
H 0.908 -0.916 -0.446
C -0.834 -1.710 -1.458
H -0.755 -1.536 1.295
H 0.694 2.259 -0.115
C -0.842 -0.556 0.812
H -1.486 -2.288 -0.815
H 0.936 2.334 -1.913
H -1.274 -1.345 -2.399
H 1.962 1.291 -1.144
H -1.938 -0.394 0.807
H -0.066 -2.461 -1.693
C -0.165 -0.592 -0.562
H -0.510 1.264 2.193
C -0.027 0.421 1.660
H -0.375 0.607 -2.176